Record 1
C33H26Co2NO6 as an isolated structure. Source: OMol25; level of theory: the ωB97M-V functional and the def2-TZVPD basis.

Results
**Net charge**: -1
**M**: 650.44 g/mol
**Strongest force on any atom**: 4.794 eV Å⁻¹
**HOMO-LUMO gap**: 3.020 eV
**Highest occupied orbital energy**: -1.6272 eV

Geometry (Å):
C  3.70007  0.99926  1.29880
C  2.55310  1.60095  2.08948
C  1.61400  2.35180  1.22887
C  2.03688  2.89750  -0.01271
C  1.14175  3.67145  -0.80461
C  -0.17890  3.76283  -0.42057
C  -0.65375  3.06492  0.71448
C  -2.09758  2.96980  0.84292
C  -2.85878  1.92140  1.39984
C  -4.11845  2.15908  1.98503
C  -4.39118  1.25775  3.04413
C  -3.41327  0.29899  3.07649
C  -2.29368  0.60228  2.15994
C  0.29926  2.51823  1.62084
C  1.58717  4.32619  -2.05957
C  2.80093  3.64076  -2.65933
C  3.85387  3.37972  -1.59358
N  3.30021  2.66333  -0.46569
C  4.30195  2.05810  0.37639
H  4.47078  0.61782  1.97751
H  3.33771  0.15242  0.69861
H  2.00741  0.81498  2.61422
H  2.96317  2.26722  2.85654
H  -0.91410  4.33353  -1.00096
H  -2.66440  3.86396  0.48774
H  -4.73922  3.05070  1.76220
H  -5.27279  1.37870  3.72922
H  -3.27151  -0.51107  3.81006
H  -1.36651  0.97323  2.83886
H  -0.00032  2.28002  2.64618
H  0.75847  4.30719  -2.77206
H  1.82922  5.38051  -1.87328
H  2.49800  2.68979  -3.11091
H  3.23638  4.25744  -3.44649
H  4.68637  2.78383  -2.00362
H  4.27744  4.34636  -1.25356
H  4.80119  2.82843  1.00039
H  5.07878  1.60895  -0.26443
O  -2.65099  -4.67636  -4.02308
C  -2.36255  -3.84959  -3.25549
Co  -1.95684  -2.46042  -2.27520
C  -0.55165  -1.78887  -3.12043
O  0.37062  -1.32655  -3.66448
C  -3.20298  -1.29622  -2.60984
O  -3.98716  -0.53250  -2.93253
C  -1.17750  -2.64031  -0.41785
C  0.17695  -3.29492  -0.42134
C  0.38353  -4.39919  -1.26171
C  1.61606  -5.05955  -1.28507
C  2.66964  -4.60772  -0.46898
C  2.44625  -3.50940  0.38327
C  1.20692  -2.87411  0.43108
C  -1.92590  -1.83171  0.46478
C  -1.70360  -0.72872  1.40257
Co  -2.81332  -3.27509  0.05132
C  -2.93458  -4.77672  -0.79130
O  -3.18569  -5.86722  -1.11538
C  -4.30043  -2.47482  -0.40737
O  -5.35936  -2.02115  -0.56682
C  -3.14738  -3.88492  1.64307
O  -3.39069  -4.23905  2.73151
H  -0.44187  -4.75073  -1.88660
H  1.73436  -5.93825  -1.92396
H  3.65050  -5.13764  -0.49725
H  3.26024  -3.18119  1.02062
H  1.03727  -2.06105  1.12267
H  -1.06507  -1.21208  2.40661
H  -1.29444  0.12771  0.74977



Record 2
C33H26NO3PPdSTe as an isolated structure. Source: OMol25; level of theory: the ωB97M-V functional and the def2-TZVPD basis.

Results
**Net charge**: -2
**M**: 781.64 g/mol
**Strongest force on any atom**: 0.459 eV Å⁻¹
**HOMO-LUMO gap**: 4.331 eV
**ΔE to the lowest compared entry with this formula, charge and spin**: 31.7 kJ/mol
**Highest occupied orbital energy**: 0.0808 eV

Geometry (Å):
Pd  0.02981  -0.39697  -0.49841
C  -2.18038  -2.99428  6.42933
C  -0.89815  -3.10441  5.90043
C  -0.58033  -2.48530  4.69982
C  -1.52949  -1.73869  3.99818
C  -2.80187  -1.62760  4.55114
C  -3.13416  -2.25228  5.74791
P  -1.21699  -0.90593  2.34249
C  0.60481  -0.69021  2.51242
C  1.04433  0.39292  3.26851
C  2.39950  0.64993  3.42649
C  3.33338  -0.17365  2.81627
C  2.90550  -1.25509  2.05567
C  1.55038  -1.51078  1.90030
C  -1.43343  -2.33867  1.23961
C  -2.00311  -3.55174  1.63335
C  -2.24758  -4.54090  0.68994
C  -1.91445  -4.30127  -0.63718
C  -1.33442  -3.09558  -1.01494
C  -1.06420  -2.05707  -0.09982
H  -2.42944  -3.47947  7.36622
H  -0.14393  -3.68038  6.42523
H  0.42080  -2.58211  4.29484
H  -3.54728  -1.04185  4.02219
H  -4.13524  -2.15735  6.15359
H  0.30921  1.05604  3.71366
H  2.72468  1.50920  4.00227
H  4.39206  0.04097  2.90865
H  3.62952  -1.86431  1.53058
H  1.22127  -2.34234  1.29137
H  -2.26333  -3.73151  2.67068
H  -2.69418  -5.48559  0.98319
H  -2.10480  -5.07007  -1.38231
H  -1.07406  -2.95725  -2.05933
C  -2.06944  1.02835  -2.73050
Te  -1.58573  1.67079  -0.72356
C  -1.72489  3.59950  -1.84144
C  -2.81220  3.38431  -2.83945
C  -3.67783  4.37699  -3.28844
C  -4.69461  4.09099  -4.19399
C  -4.85134  2.79266  -4.66126
C  -3.99453  1.79330  -4.21071
C  -2.98040  2.07013  -3.30287
H  -2.51496  0.03773  -2.69876
H  -1.10591  0.99412  -3.23599
H  -0.74576  3.70357  -2.31080
H  -1.91631  4.45425  -1.19081
H  -3.55663  5.38942  -2.91665
H  -5.36387  4.87631  -4.52791
H  -5.64371  2.55522  -5.36226
H  -4.13033  0.77349  -4.55634
O  1.35194  2.30441  -3.00240
S  2.18084  2.01985  -1.85464
O  2.16776  2.98226  -0.78189
N  2.02423  0.49315  -1.34702
C  3.17667  -0.21759  -1.49414
O  3.37380  -1.38053  -1.17388
C  4.28068  0.60263  -2.13013
C  5.57019  0.19762  -2.41870
C  6.43510  1.11722  -3.00362
C  6.00710  2.41340  -3.29117
C  4.70812  2.81273  -2.99530
C  3.86940  1.88193  -2.41422
H  5.87826  -0.81406  -2.18570
H  7.45237  0.82707  -3.24004
H  6.69445  3.11584  -3.74814
H  4.36309  3.81651  -3.20964



Record 3
C33H27AsMoN2O8S as an isolated structure. Source: OMol25; level of theory: the ωB97M-V functional and the def2-TZVPD basis.

Results
**Spin multiplicity**: 3
**Net charge**: -2
**M**: 782.51 g/mol
**Strongest force on any atom**: 5.285 eV Å⁻¹
**Expectation value of S²**: 2.041
**HOMO-LUMO gap (alpha / beta)**: 4.605 / 4.593 eV
**Highest occupied orbital energy (alpha / beta)**: -0.2386 / -0.4516 eV

Geometry (Å):
Mo  0.16576  -0.35069  -0.19270
C  2.00624  -1.53489  -3.75405
C  1.77645  -0.55751  -2.62738
O  0.89261  -0.93045  -1.72443
C  2.45756  0.62778  -2.48568
C  2.29067  1.53771  -1.41475
C  3.18282  2.74873  -1.29542
N  1.40055  1.29485  -0.45331
N  1.33457  2.20078  0.55474
C  0.41016  1.84445  1.42507
O  -0.25694  0.74552  1.15752
C  0.14272  2.58970  2.62930
C  1.01959  3.57248  3.11580
C  0.70983  4.26640  4.26480
C  -0.46450  4.00393  4.95933
C  -1.32591  3.01675  4.49598
C  -1.02604  2.30812  3.35492
H  1.11318  -1.62150  -4.37680
H  2.21706  -2.51676  -3.32841
H  2.84691  -1.23018  -4.36912
H  3.19747  0.87766  -3.23483
H  3.83410  2.84510  -2.16166
H  3.79929  2.65595  -0.39932
H  2.58284  3.64943  -1.17046
H  1.93468  3.75743  2.57406
H  1.39153  5.02116  4.63470
H  -0.69933  4.55981  5.85756
H  -2.23890  2.80201  5.03526
H  -1.69211  1.53936  2.98478
O  -1.27490  -2.45459  -2.61219
As  -2.25721  -2.30952  -1.12753
O  -2.80106  -3.81720  -0.84244
O  -1.11583  -1.83168  0.00176
C  -3.80552  -1.32750  -1.85256
C  -4.89287  -2.07007  -2.29271
C  -5.96552  -1.42919  -2.88730
C  -5.94842  -0.04268  -3.05011
C  -4.89505  0.69834  -2.53688
C  -3.84006  0.05302  -1.92690
S  -2.52486  0.84110  -1.01217
O  -2.70839  2.27443  -1.09033
O  -1.30825  0.39210  -1.71102
O  -2.69492  0.27511  0.30922
H  -0.44888  -1.98784  -2.41048
H  -4.85321  -3.14553  -2.15736
H  -6.81720  -2.00313  -3.23146
H  -6.76395  0.45196  -3.55932
H  -4.87275  1.77663  -2.58037
C  1.64657  -1.26930  0.79974
C  2.56892  -2.04063  1.05103
C  3.58837  -2.96924  1.26052
C  4.38182  -3.26663  0.09630
C  4.50224  -2.30543  -0.93067
C  5.22382  -2.56375  -2.07254
C  5.85166  -3.78982  -2.25719
C  5.70931  -4.76404  -1.27923
C  4.98219  -4.51773  -0.13472
C  3.70925  -3.58115  2.54772
C  4.81919  -4.33215  2.98605
C  4.86375  -4.86674  4.25640
C  3.82874  -4.66173  5.15794
C  2.74625  -3.88197  4.76501
C  2.68434  -3.36265  3.49612
H  4.00772  -1.35093  -0.80382
H  5.31226  -1.80011  -2.83527
H  6.42528  -3.99242  -3.15451
H  6.17004  -5.73726  -1.41668
H  4.82316  -5.31696  0.57509
H  5.66791  -4.47626  2.33269
H  5.72318  -5.45687  4.56011
H  3.86775  -5.09482  6.15032
H  1.94063  -3.68320  5.46073
H  1.83469  -2.77106  3.18736



Repeat the first record exactly.
C33H26Co2NO6 as an isolated structure. Source: OMol25; level of theory: the ωB97M-V functional and the def2-TZVPD basis.

Results
**Net charge**: -1
**M**: 650.44 g/mol
**Strongest force on any atom**: 4.794 eV Å⁻¹
**HOMO-LUMO gap**: 3.020 eV
**Highest occupied orbital energy**: -1.6272 eV

Geometry (Å):
C  3.70007  0.99926  1.29880
C  2.55310  1.60095  2.08948
C  1.61400  2.35180  1.22887
C  2.03688  2.89750  -0.01271
C  1.14175  3.67145  -0.80461
C  -0.17890  3.76283  -0.42057
C  -0.65375  3.06492  0.71448
C  -2.09758  2.96980  0.84292
C  -2.85878  1.92140  1.39984
C  -4.11845  2.15908  1.98503
C  -4.39118  1.25775  3.04413
C  -3.41327  0.29899  3.07649
C  -2.29368  0.60228  2.15994
C  0.29926  2.51823  1.62084
C  1.58717  4.32619  -2.05957
C  2.80093  3.64076  -2.65933
C  3.85387  3.37972  -1.59358
N  3.30021  2.66333  -0.46569
C  4.30195  2.05810  0.37639
H  4.47078  0.61782  1.97751
H  3.33771  0.15242  0.69861
H  2.00741  0.81498  2.61422
H  2.96317  2.26722  2.85654
H  -0.91410  4.33353  -1.00096
H  -2.66440  3.86396  0.48774
H  -4.73922  3.05070  1.76220
H  -5.27279  1.37870  3.72922
H  -3.27151  -0.51107  3.81006
H  -1.36651  0.97323  2.83886
H  -0.00032  2.28002  2.64618
H  0.75847  4.30719  -2.77206
H  1.82922  5.38051  -1.87328
H  2.49800  2.68979  -3.11091
H  3.23638  4.25744  -3.44649
H  4.68637  2.78383  -2.00362
H  4.27744  4.34636  -1.25356
H  4.80119  2.82843  1.00039
H  5.07878  1.60895  -0.26443
O  -2.65099  -4.67636  -4.02308
C  -2.36255  -3.84959  -3.25549
Co  -1.95684  -2.46042  -2.27520
C  -0.55165  -1.78887  -3.12043
O  0.37062  -1.32655  -3.66448
C  -3.20298  -1.29622  -2.60984
O  -3.98716  -0.53250  -2.93253
C  -1.17750  -2.64031  -0.41785
C  0.17695  -3.29492  -0.42134
C  0.38353  -4.39919  -1.26171
C  1.61606  -5.05955  -1.28507
C  2.66964  -4.60772  -0.46898
C  2.44625  -3.50940  0.38327
C  1.20692  -2.87411  0.43108
C  -1.92590  -1.83171  0.46478
C  -1.70360  -0.72872  1.40257
Co  -2.81332  -3.27509  0.05132
C  -2.93458  -4.77672  -0.79130
O  -3.18569  -5.86722  -1.11538
C  -4.30043  -2.47482  -0.40737
O  -5.35936  -2.02115  -0.56682
C  -3.14738  -3.88492  1.64307
O  -3.39069  -4.23905  2.73151
H  -0.44187  -4.75073  -1.88660
H  1.73436  -5.93825  -1.92396
H  3.65050  -5.13764  -0.49725
H  3.26024  -3.18119  1.02062
H  1.03727  -2.06105  1.12267
H  -1.06507  -1.21208  2.40661
H  -1.29444  0.12771  0.74977